1.
Entry from the OMol25 dataset: a 3-piece molecular cluster, C23H29F3IN2O5PS overall at a distorted geometry (ωB97M-V with the def2-TZVPD basis set).

Each line ends with the Mulliken charge.
Geometry (Å):
C -1.124 -1.544 3.484  -1.133
C -0.924 -2.196 2.028  0.436
C -1.889 -1.627 0.890  -0.743
N -1.486 -0.330 0.285  -0.283
C -0.080 -0.281 -0.172  0.074
C 0.385 -1.502 -1.121  -0.524
C 1.644 -2.324 -0.545  0.054
O 2.770 -1.804 -0.451  -0.501
I 1.423 -4.391 0.120  0.060
O 0.181 0.925 -0.924  -0.279
C -0.057 2.112 -0.161  0.006
C 1.028 2.417 0.985  -0.631
O 0.379 2.312 2.288  -0.265
C -0.052 3.608 2.767  -0.121
C 1.068 4.399 3.598  0.272
O 0.728 4.908 4.686  -0.493
N 2.487 4.526 3.183  -0.260
C 3.252 3.326 3.483  0.558
O 2.739 2.379 4.091  -0.416
F 4.620 3.221 3.110  -0.240
P 0.051 3.557 -1.432  0.044
S -0.846 3.002 -3.100  -0.370
H -1.704 -0.566 3.502  0.256
H -0.078 -1.444 3.963  0.284
H -1.669 -2.322 4.138  0.332
H 0.189 -2.161 1.790  -0.077
H -1.180 -3.318 2.137  0.062
H -2.060 -2.454 0.109  0.268
H -2.921 -1.460 1.382  0.386
H -2.052 -0.234 -0.585  0.282
H 0.655 -0.283 0.721  0.296
H 0.685 -1.058 -2.145  0.312
H -0.426 -2.268 -1.342  0.363
H -1.096 2.205 0.298  0.393
H 1.460 3.483 0.860  0.210
H 1.944 1.720 0.914  0.288
H -0.975 3.514 3.438  0.326
H -0.299 4.237 1.844  0.217
H 2.568 4.798 2.186  0.367
H 1.450 3.826 -1.626  0.101
H -0.602 4.730 -0.894  0.099
F -3.219 5.099 -4.828  -0.319
C -2.398 5.367 -5.853  0.233
C -2.019 4.344 -6.709  -0.225
C -1.171 4.623 -7.775  -0.338
C -0.702 5.920 -7.968  -0.437
C -1.085 6.939 -7.100  -0.348
C -1.942 6.663 -6.040  -0.459
H -2.387 3.339 -6.539  0.427
H -0.875 3.832 -8.455  0.354
H -0.037 6.137 -8.798  0.357
H -0.716 7.948 -7.250  0.355
H -2.257 7.445 -5.360  0.399
F -0.610 -6.383 2.158  -0.238
C 0.051 -7.491 2.531  0.385
C 1.379 -7.393 2.918  -0.281
C 2.062 -8.539 3.310  -0.429
C 1.414 -9.772 3.300  -0.494
C 0.082 -9.859 2.904  -0.383
C -0.605 -8.711 2.523  -0.456
H 1.869 -6.426 2.912  0.420
H 3.099 -8.472 3.622  0.355
H 1.949 -10.666 3.601  0.358
H -0.420 -10.820 2.892  0.352
H -1.645 -8.759 2.220  0.404

Computed properties:
Total charge   0
Structure (SMILES)   CCCN[C@@H](CC(=O)I)O[C@@H](COCC(=O)NC(=O)F)[PH2]=S.Fc1ccccc1.Fc1ccccc1
HOMO energy   -8.70 eV
Energy above the lowest of the compared OMol25 structures with the same formula, charge and spin   3.030 eV

2.
Entry from the OMol25 dataset: a single C23H29N3O2 molecule (ωB97M-V with the def2-TZVPD basis set).

Each line ends with the Mulliken charge.
Geometry (Å):
C -3.924 2.603 -0.946  -1.413
C -3.337 2.988 -2.299  -0.048
C -4.311 2.699 -3.442  -0.715
C -3.675 2.844 -4.828  -0.610
C -3.040 1.550 -5.358  -0.814
C -1.897 1.091 -4.468  0.446
O -0.789 1.579 -4.533  -0.661
N -2.257 0.105 -3.600  -0.003
C -1.515 -0.461 -2.555  0.545
C -0.179 -0.164 -2.318  -1.062
C 0.487 -0.736 -1.252  -0.367
C -0.144 -1.632 -0.386  0.971
N 0.515 -2.274 0.660  0.048
C 1.939 -2.108 0.838  -1.518
C 2.276 -0.869 1.688  -0.298
N 1.586 -0.967 2.953  0.026
C 2.172 -1.170 4.159  0.399
O 1.532 -1.478 5.149  -0.652
C 3.649 -0.944 4.227  0.219
C 4.479 -1.973 4.654  -0.469
C 5.839 -1.758 4.791  -0.610
C 6.375 -0.510 4.521  -0.415
C 5.549 0.525 4.117  -0.560
C 4.190 0.311 3.968  0.118
C 0.157 -1.155 2.812  -0.961
C -0.136 -2.391 1.950  -0.827
C -1.483 -1.942 -0.654  -0.566
C -2.153 -1.364 -1.709  -0.925
H -3.234 2.860 -0.145  0.381
H -4.862 3.126 -0.772  0.366
H -4.113 1.533 -0.900  0.287
H -2.404 2.446 -2.450  0.110
H -3.096 4.053 -2.301  0.371
H -5.150 3.395 -3.359  0.491
H -4.723 1.693 -3.328  0.241
H -4.437 3.155 -5.547  0.353
H -2.911 3.622 -4.795  0.353
H -2.625 1.750 -6.348  0.356
H -3.802 0.773 -5.450  0.301
H -3.216 -0.211 -3.638  0.203
H 0.335 0.527 -2.964  0.545
H 1.520 -0.462 -1.107  0.280
H 2.435 -2.062 -0.130  0.537
H 2.306 -2.997 1.365  0.410
H 3.352 -0.808 1.849  0.525
H 1.937 0.038 1.172  0.273
H 4.050 -2.939 4.878  0.426
H 6.480 -2.564 5.115  0.387
H 7.436 -0.342 4.634  0.383
H 5.963 1.502 3.918  0.397
H 3.542 1.120 3.661  0.424
H -0.262 -1.272 3.813  0.565
H -0.271 -0.266 2.333  0.264
H -1.212 -2.500 1.831  0.339
H 0.253 -3.283 2.452  0.377
H -2.006 -2.660 -0.041  0.446
H -3.189 -1.625 -1.885  0.330

Computed properties:
Total charge   0
Structure (SMILES)   CCCCCC(=O)Nc1ccc(N2CCN(C(=O)c3ccccc3)CC2)cc1
HOMO energy   -7.44 eV
Energy above the lowest of the compared OMol25 structures with the same formula, charge and spin   1.161 eV

3.
Entry from the OMol25 dataset: a single C23H29N3O4 molecule (ωB97M-V with the def2-TZVPD basis set).

Each line ends with the Mulliken charge.
Geometry (Å):
C 3.993 2.371 1.256  -1.056
C 4.862 1.127 1.107  -0.614
C 4.951 0.579 -0.323  0.505
C 6.084 -0.441 -0.421  -1.672
C 3.631 -0.069 -0.834  -0.012
N 2.687 0.912 -1.311  -0.033
C 1.494 1.196 -0.729  0.965
C 0.671 2.230 -1.176  -1.176
C -0.571 2.441 -0.611  -0.832
C -1.017 1.644 0.440  0.070
C -2.391 1.659 0.994  -0.210
O -2.665 1.161 2.074  -0.679
N -3.349 2.216 0.193  -0.163
C -4.709 1.736 0.277  -0.782
C -4.975 0.661 -0.803  -1.208
C -3.755 -0.209 -0.948  0.317
C -2.908 -0.084 -2.036  -0.560
C -1.720 -0.789 -2.074  -0.527
C -1.316 -1.594 -1.017  0.411
O -0.072 -2.149 -1.155  -0.345
C 0.225 -3.380 -0.529  -0.852
C -2.160 -1.708 0.103  0.879
O -1.719 -2.434 1.179  -0.438
C -2.444 -2.337 2.386  -0.904
C -3.378 -1.043 0.096  -0.457
C -0.168 0.652 0.933  -1.132
C 1.056 0.414 0.353  0.775
N 1.878 -0.623 0.790  0.218
C 3.046 -0.998 0.226  -0.285
O 3.618 -2.013 0.570  -0.696
H 2.942 2.155 1.089  0.166
H 4.094 2.773 2.261  0.410
H 4.304 3.140 0.551  0.304
H 5.877 1.381 1.425  0.436
H 4.503 0.342 1.775  0.250
H 5.173 1.417 -0.997  0.363
H 7.017 -0.008 -0.066  0.444
H 6.226 -0.763 -1.450  0.420
H 5.849 -1.313 0.183  0.298
H 3.908 -0.718 -1.681  0.351
H 3.006 1.516 -2.051  0.260
H 1.011 2.855 -1.989  0.440
H -1.175 3.255 -0.984  0.550
H -3.057 2.485 -0.734  0.250
H -4.823 1.314 1.277  0.432
H -5.405 2.572 0.162  0.397
H -5.847 0.074 -0.513  0.371
H -5.190 1.146 -1.757  0.323
H -3.172 0.561 -2.862  0.359
H -1.052 -0.701 -2.916  0.445
H -0.517 -4.142 -0.786  0.377
H 1.200 -3.672 -0.918  0.262
H 0.281 -3.292 0.556  0.226
H -2.592 -1.293 2.677  0.348
H -1.834 -2.845 3.132  0.308
H -3.412 -2.843 2.314  0.280
H -4.035 -1.126 0.946  0.429
H -0.503 0.052 1.765  0.696
H 1.495 -1.249 1.487  0.305

Computed properties:
Total charge   0
Structure (SMILES)   CC[C@@H](C)[C@@H]1Nc2ccc(C(=O)NCCc3ccc(OC)c(OC)c3)cc2NC1=O
HOMO energy   -7.65 eV
Energy above the lowest of the compared OMol25 structures with the same formula, charge and spin   1.031 eV

4.
Entry from the OMol25 dataset: C23H29N4O2PmS3Si as an isolated structure (ωB97M-V with the def2-TZVPD basis set).

Each line ends with the Mulliken spin population.
Geometry (Å):
Pm -0.598 0.983 -1.176  4.063
O 0.940 1.840 6.049  0.000
C -0.228 2.417 5.540  -0.001
C -0.360 2.074 4.087  0.000
C -1.501 2.400 3.353  -0.001
C -1.556 2.037 2.021  -0.004
N -0.569 1.394 1.378  0.006
C 0.533 1.050 2.085  -0.002
C 0.661 1.394 3.429  -0.001
C 1.571 0.270 1.359  -0.009
C 2.620 -0.367 2.011  0.000
C 3.565 -1.081 1.278  -0.001
C 4.690 -1.776 1.978  0.000
O 4.618 -1.525 3.353  0.000
C 3.424 -1.128 -0.109  0.002
C 2.334 -0.501 -0.687  -0.006
N 1.421 0.185 0.017  -0.004
H 0.977 1.955 7.004  0.000
H -0.203 3.515 5.647  0.000
H -1.128 2.063 6.065  0.000
H -2.339 2.905 3.811  0.000
H -2.446 2.248 1.427  -0.001
H 1.534 1.134 4.002  0.000
H 2.722 -0.351 3.084  0.000
H 5.642 -1.415 1.558  0.000
H 4.619 -2.852 1.753  0.000
H 5.315 -2.007 3.809  0.000
H 4.142 -1.650 -0.722  0.000
H 2.172 -0.542 -1.769  -0.002
C -4.246 -3.360 -2.559  -0.001
Si -2.522 -4.010 -3.043  0.000
C -1.494 -4.736 -1.611  0.000
C -2.697 -5.266 -4.457  0.000
C -1.474 -2.539 -3.695  -0.001
C -0.925 -2.518 -4.966  0.000
C -0.189 -1.420 -5.405  -0.001
C -0.027 -0.349 -4.555  -0.002
N -0.534 -0.332 -3.305  -0.008
C -1.236 -1.423 -2.889  0.000
S -1.857 -1.341 -1.248  -0.026
H -4.927 -4.196 -2.435  0.000
H -4.672 -2.723 -3.331  0.000
H -4.241 -2.807 -1.625  0.000
H -1.931 -5.667 -1.269  0.000
H -1.450 -4.065 -0.758  0.000
H -0.476 -4.956 -1.925  0.000
H -3.293 -6.101 -4.102  0.000
H -1.741 -5.668 -4.782  0.000
H -3.208 -4.849 -5.321  0.000
H -1.083 -3.358 -5.624  0.000
H 0.240 -1.397 -6.393  0.000
H 0.511 0.544 -4.859  0.000
S 1.203 3.212 -1.367  -0.006
C 0.454 4.194 -0.236  0.003
N 1.103 4.927 0.649  0.000
C 0.338 5.760 1.551  0.000
C -1.086 5.844 1.001  0.000
S -1.277 4.424 -0.145  0.000
H 2.111 4.886 0.713  0.000
H 0.791 6.753 1.604  0.000
H 0.356 5.328 2.560  0.000
H -1.257 6.744 0.411  0.000
H -1.837 5.793 1.784  0.000

Computed properties:
Total charge   +2
HOMO energy (alpha / beta)   -13.23 / -13.25 eV
Multiplicity   5
Energy above the lowest of the compared OMol25 structures with the same formula, charge and spin   0.595 eV